{
  "formula": "C20H27NO6",
  "method": "ωB97M-V/def2-TZVPD",
  "e_homo_ev": -7.55,
  "smiles": "CCCCC1=CC2=CC(=O)[C@@](C)(OC(=O)CC)C(=O)C2=CN1C(CO)CO",
  "e_above_lowest_kj_mol": 118.9,
  "species": ["C", "C", "C", "H", "H", "C", "C", "C", "C", "C", "C", "O", "C", "C", "O", "C", "C", "N", "C", "H", "C", "O", "H", "H", "H", "C", "O", "H", "H", "H", "H", "C", "H", "H", "H", "O", "C", "O", "C", "H", "H", "C", "H", "H", "H", "H", "H", "H", "H", "H", "H", "H", "H", "H"],
  "xyz": [[-5.559408, -3.599990, -0.748275], [-5.100343, -2.152854, -0.621863], [-3.584840, -2.058783, -0.447185], [-3.297462, -2.606140, 0.451871], [-3.101375, -2.525976, -1.306456], [-3.139064, -0.602431, -0.328516], [-1.666735, -0.397249, -0.100725], [-0.780726, -1.419356, -0.068223], [0.620126, -1.246677, 0.185144], [1.524227, -2.265063, 0.126839], [2.925958, -2.062824, 0.314798], [3.782978, -2.891644, 0.060933], [3.361844, -0.715832, 0.936240], [2.396512, 0.455446, 0.767597], [2.769204, 1.598484, 0.944009], [1.008168, 0.108075, 0.468301], [0.084479, 1.102730, 0.394731], [-1.219976, 0.902291, 0.101244], [-2.074418, 2.075014, 0.016425], [-3.039784, 1.780710, -0.402338], [-2.320359, 2.673156, 1.418439], [-3.191422, 1.890146, 2.190439], [-4.090974, 1.976924, 1.854874], [-2.704929, 3.697299, 1.315401], [-1.382191, 2.709622, 1.977346], [-1.492407, 3.120878, -0.966590], [-2.501193, 3.947806, -1.482855], [-2.754044, 4.608900, -0.829688], [-0.702169, 3.713192, -0.492797], [-1.066242, 2.596098, -1.825650], [0.405867, 2.116254, 0.577868], [3.589983, -0.941215, 2.433895], [2.658263, -1.240730, 2.908069], [4.332169, -1.725464, 2.560631], [3.953229, -0.021175, 2.886197], [4.622135, -0.340481, 0.364800], [4.531698, 0.046307, -0.902350], [3.480786, 0.117161, -1.495490], [5.878522, 0.419096, -1.468171], [5.800203, 0.450039, -2.554902], [6.603357, -0.338995, -1.171206], [6.294479, 1.785312, -0.921213], [7.259474, 2.074333, -1.330774], [5.558551, 2.539036, -1.191292], [6.367720, 1.748314, 0.162489], [1.214298, -3.256123, -0.168165], [-1.120930, -2.425746, -0.240830], [-3.439118, -0.084461, -1.245794], [-3.678636, -0.154151, 0.511523], [-5.399216, -1.599850, -1.515526], [-5.594749, -1.691351, 0.236348], [-6.638510, -3.649364, -0.870507], [-5.094586, -4.073796, -1.609739], [-5.288440, -4.164913, 0.140666]],
  "forces_ev_per_angstrom": [[-0.038, 0.245, 0.010], [0.207, -0.227, 0.001], [-0.217, 0.348, -0.018], [0.083, -0.083, -0.007], [0.079, -0.095, 0.016], [0.027, -0.268, -0.026], [0.032, -0.348, -0.028], [-0.239, 0.093, -0.021], [0.441, -0.027, 0.003], [-0.424, -0.150, -0.034], [0.168, 0.174, -0.114], [-0.052, 0.113, 0.110], [0.321, -0.053, 0.083], [0.120, 0.288, 0.074], [-0.043, -0.188, 0.070], [-0.636, 0.327, -0.050], [0.530, -0.316, 0.123], [0.137, -0.208, 0.019], [-0.216, 0.649, 0.152], [0.199, 0.045, 0.054], [0.064, 0.059, -0.537], [-0.305, -0.297, 0.233], [0.096, 0.037, 0.028], [0.095, -0.032, -0.006], [-0.017, 0.105, -0.109], [0.084, -0.434, 0.156], [-0.405, 0.318, 0.001], [0.066, -0.019, -0.073], [0.036, -0.054, -0.032], [0.060, 0.020, 0.148], [0.010, 0.108, 0.006], [0.133, 0.126, -0.316], [-0.077, -0.037, 0.062], [-0.006, -0.087, -0.002], [-0.024, 0.070, 0.026], [-0.068, -0.129, 0.661], [0.283, 0.074, -0.753], [0.001, -0.094, -0.012], [-0.131, 0.067, 0.084], [-0.046, -0.088, 0.084], [-0.017, -0.029, -0.055], [0.011, -0.104, -0.037], [0.056, 0.060, -0.002], [-0.025, 0.103, -0.001], [0.028, 0.062, 0.081], [-0.058, -0.120, -0.001], [-0.162, -0.075, -0.018], [-0.050, 0.086, 0.077], [-0.003, 0.109, -0.089], [-0.032, 0.095, 0.021], [-0.023, 0.097, -0.017], [-0.094, -0.097, -0.015], [0.029, -0.104, -0.083], [0.011, -0.113, 0.075]]
}

=====

{
  "formula": "C20H27NO6SSiW",
  "method": "ωB97M-V/def2-TZVPD",
  "e_homo_ev": [-14.11, -14.11],
  "charge": 2,
  "e_above_lowest_kj_mol": 5.7,
  "species": ["W", "O", "C", "O", "C", "O", "C", "C", "O", "O", "H", "H", "H", "H", "H", "C", "Si", "C", "C", "N", "C", "C", "C", "C", "C", "C", "H", "H", "H", "H", "H", "H", "H", "H", "H", "H", "H", "H", "H", "H", "C", "S", "O", "C", "C", "C", "C", "C", "C", "H", "H", "H", "H", "H", "H", "H", "H"],
  "xyz": [[0.309602, -0.608167, -0.091994], [-2.211104, 2.648534, 0.192984], [-1.137463, 1.938342, 0.175113], [-0.786392, 1.204372, -0.757415], [-0.239929, 2.056546, 1.388368], [0.376912, 0.780342, 1.627172], [-0.173509, 0.062654, 2.779904], [-1.346625, -0.770388, 2.295126], [-2.249449, -1.118284, 2.980350], [-1.233331, -1.067148, 0.977095], [-2.743111, 2.517625, -0.622135], [-0.779275, 2.403737, 2.266096], [0.542311, 2.779270, 1.144753], [-0.473557, 0.760296, 3.556871], [0.625993, -0.580588, 3.147686], [4.683967, -0.452551, -0.279557], [3.139757, -1.215891, -0.940236], [3.352432, -2.799265, -1.858463], [2.207576, 0.108971, -1.947721], [1.909178, -1.477689, 0.339895], [2.089050, -2.152116, 1.598861], [3.018335, -1.686488, 2.524307], [3.110676, -2.304006, 3.761048], [2.280673, -3.375120, 4.075286], [1.361160, -3.838501, 3.145530], [1.264064, -3.231274, 1.901173], [5.310199, -0.162751, -1.128340], [5.260503, -1.146731, 0.332172], [4.483290, 0.449981, 0.300030], [4.044448, -2.676589, -2.694584], [2.400813, -3.159939, -2.253922], [3.759957, -3.573867, -1.205898], [2.745778, 0.140391, -2.901700], [2.296158, 1.114166, -1.529912], [1.178518, -0.058477, -2.298554], [3.648439, -0.842366, 2.275104], [3.830876, -1.950759, 4.486680], [2.357661, -3.853037, 5.042059], [0.722469, -4.677838, 3.384846], [0.563831, -3.589008, 1.155061], [-1.881502, -2.833181, -3.486337], [-1.223601, -1.293032, -2.895434], [-0.577891, -1.767351, -1.540047], [-2.680486, -0.410075, -2.418212], [-2.963004, 0.758874, -3.112520], [-4.049212, 1.527255, -2.713641], [-4.814823, 1.125660, -1.620932], [-4.507832, -0.043953, -0.930413], [-3.437085, -0.828261, -1.329354], [-2.508214, -3.275548, -2.714648], [-1.037137, -3.472768, -3.735893], [-2.460717, -2.608312, -4.382355], [-2.350105, 1.073772, -3.948600], [-4.302703, 2.425914, -3.260244], [-5.665660, 1.719619, -1.312648], [-5.111823, -0.349994, -0.086745], [-3.175055, -1.726834, -0.785754]],
  "forces_ev_per_angstrom": [[-0.240, 0.078, 0.673], [0.073, -0.066, -0.257], [0.334, 0.132, 0.280], [-0.036, -0.351, -0.105], [-0.007, 0.039, 0.010], [-0.119, -0.063, 0.094], [0.036, 0.090, -0.010], [0.072, 0.167, 0.281], [0.033, -0.078, -0.112], [0.069, -0.093, -0.376], [-0.018, 0.005, -0.017], [-0.037, -0.027, -0.005], [0.019, -0.008, 0.014], [-0.004, 0.009, 0.000], [-0.006, 0.015, -0.007], [-0.006, 0.037, -0.070], [-0.035, 0.084, 0.011], [0.022, 0.012, -0.107], [0.045, 0.073, 0.063], [0.125, 0.256, -0.318], [-0.240, -0.158, -0.031], [0.017, 0.125, -0.131], [-0.024, -0.074, 0.058], [0.014, 0.024, -0.017], [-0.016, -0.005, -0.005], [0.010, 0.034, -0.024], [0.033, -0.021, 0.030], [0.000, -0.014, 0.001], [-0.001, -0.013, 0.015], [0.001, -0.016, 0.007], [0.003, -0.003, 0.005], [0.005, 0.013, 0.020], [-0.029, -0.007, -0.005], [0.058, -0.015, 0.018], [-0.030, 0.012, 0.006], [0.012, -0.007, 0.048], [0.011, 0.017, -0.021], [0.006, 0.006, 0.004], [-0.002, 0.001, -0.007], [-0.006, -0.051, 0.032], [-0.028, 0.019, -0.066], [0.095, -0.047, 0.058], [-0.212, -0.074, -0.060], [0.012, 0.023, -0.020], [0.022, 0.007, -0.033], [-0.059, -0.022, 0.084], [0.039, 0.048, -0.072], [0.002, -0.060, 0.039], [0.006, 0.011, -0.016], [0.014, -0.004, 0.013], [-0.012, -0.015, 0.011], [-0.002, -0.022, 0.004], [0.016, -0.030, 0.008], [-0.010, 0.002, 0.005], [0.000, 0.006, -0.008], [0.002, -0.004, 0.000], [-0.029, 0.001, 0.010]]
}

=====

{
  "formula": "C20H28AsCl2F2N4OSW",
  "method": "ωB97M-V/def2-TZVPD",
  "e_homo_ev": [-17.20, -17.18],
  "multiplicity": 3,
  "charge": 3,
  "e_above_lowest_kj_mol": 60.7,
  "species": ["W", "F", "C", "C", "C", "C", "C", "F", "C", "C", "C", "C", "C", "C", "N", "H", "H", "H", "H", "H", "H", "N", "N", "C", "N", "S", "H", "H", "H", "H", "H", "C", "C", "As", "C", "C", "C", "C", "H", "H", "H", "H", "H", "H", "H", "H", "H", "H", "H", "H", "H", "H", "H", "Cl", "C", "Cl", "H", "H", "O", "C"],
  "xyz": [[-0.212666, 0.026170, -0.149742], [4.408175, 1.002919, 2.596934], [3.379770, 0.185083, 2.459653], [2.392165, 0.519324, 1.537901], [1.278726, -0.293029, 1.342523], [1.184816, -1.486830, 2.104689], [2.198884, -1.794824, 3.027657], [2.144837, -2.916252, 3.731585], [3.298029, -0.973768, 3.215006], [0.034737, -2.337362, 1.812392], [-0.314656, -3.506482, 2.496037], [-1.401761, -4.251833, 2.077686], [-2.126820, -3.831461, 0.965767], [-1.754207, -2.657181, 0.348850], [-0.711621, -1.913484, 0.758264], [2.522701, 1.439806, 0.975682], [4.062724, -1.235948, 3.929038], [0.249157, -3.826277, 3.357734], [-1.679080, -5.144556, 2.615330], [-2.972073, -4.392182, 0.602693], [-2.322709, -2.270560, -0.489344], [1.103557, -1.686599, -1.412596], [1.908985, -1.235517, -2.487091], [2.188784, 0.074006, -2.641343], [3.070818, 0.468788, -3.536239], [1.383969, 1.229918, -1.687478], [1.701566, -2.169317, -0.721752], [0.454051, -2.398620, -1.776186], [2.451418, -1.925013, -3.004377], [3.594104, -0.163596, -4.128176], [3.251510, 1.456791, -3.668438], [0.278466, 4.513386, -1.109141], [0.771178, 3.885687, 0.188495], [-0.395438, 2.416265, 0.877893], [-2.197641, 3.235386, 0.808304], [-2.882616, 2.901128, -0.514773], [0.108686, 2.437512, 2.800248], [-0.569375, 3.561441, 3.580594], [0.999532, 5.249856, -1.461447], [-0.669721, 5.030301, -0.953133], [0.157508, 3.767950, -1.897172], [0.779357, 4.635065, 0.992493], [1.788418, 3.496799, 0.078355], [-2.089213, 4.322675, 0.928966], [-2.796121, 2.866191, 1.649183], [-2.317907, 3.305452, -1.355482], [-3.881003, 3.336589, -0.550107], [-2.984337, 1.814415, -0.621674], [1.194240, 2.573694, 2.826970], [-0.128858, 1.460169, 3.232730], [-0.433403, 4.528941, 3.091259], [-0.120584, 3.631844, 4.569841], [-1.634929, 3.377638, 3.715541], [-1.456966, -0.063511, -2.440909], [-3.183748, -0.229155, -2.816275], [-4.071312, -0.628133, -1.324798], [-3.287816, -1.030020, -3.552385], [-3.539478, 0.726734, -3.205913], [-2.763331, 0.231800, 1.709863], [-1.933188, 0.178380, 0.928825]],
  "forces_ev_per_angstrom": [[2.445, -2.085, -0.585], [-0.006, -0.105, 0.076], [-0.406, -0.247, -0.084], [0.049, 0.367, -0.245], [-0.032, -0.127, 0.023], [0.070, 0.068, 0.060], [-0.139, 0.387, -0.432], [-0.023, -0.024, 0.052], [0.013, 0.178, -0.053], [0.188, -0.316, 0.410], [-0.025, 0.163, -0.119], [0.038, 0.235, -0.141], [0.180, 0.178, -0.032], [-0.558, -0.410, -0.208], [0.315, 0.123, 0.011], [0.084, -0.114, 0.069], [0.103, -0.046, 0.086], [0.050, 0.069, -0.068], [-0.053, -0.125, 0.040], [-0.102, -0.017, -0.089], [0.064, -0.074, 0.088], [-0.079, 0.026, 0.117], [0.351, -0.015, -0.212], [-0.217, -0.724, 0.088], [-0.113, -0.040, 0.092], [-0.335, 0.884, 0.489], [-0.221, 0.362, -0.214], [0.185, 0.371, 0.038], [-0.200, -0.008, 0.209], [-0.028, -0.066, 0.049], [-0.071, -0.086, 0.039], [-0.155, -0.122, 0.068], [0.007, -0.220, -0.204], [0.177, 1.943, 1.026], [-0.114, -0.171, -0.171], [0.076, 0.060, 0.090], [-0.090, -0.166, 0.062], [-0.134, 0.025, -0.323], [0.018, 0.029, 0.052], [0.046, -0.025, -0.120], [-0.058, 0.110, -0.041], [-0.060, -0.367, -0.003], [-0.157, -0.018, 0.137], [0.194, -0.355, 0.058], [0.284, 0.074, -0.063], [-0.032, -0.123, -0.095], [-0.008, -0.037, 0.034], [-0.098, 0.235, -0.173], [-0.135, -0.170, -0.167], [0.112, 0.088, -0.108], [-0.051, -0.015, 0.104], [0.041, -0.034, 0.015], [0.021, 0.069, -0.011], [0.710, 0.170, -0.688], [-1.357, -0.232, 0.433], [-0.045, 0.103, -0.677], [0.078, 0.146, 0.244], [0.185, -0.156, 0.125], [1.206, -0.180, -1.449], [-2.191, 0.556, 2.287]]
}

=====

{
  "formula": "C20H28AuN3O4S3",
  "method": "ωB97M-V/def2-TZVPD",
  "e_homo_ev": [-11.34, -11.29],
  "multiplicity": 2,
  "charge": 1,
  "e_above_lowest_kj_mol": 256.0,
  "species": ["Au", "N", "C", "C", "C", "C", "C", "C", "S", "O", "O", "O", "H", "H", "H", "H", "H", "H", "C", "C", "N", "C", "C", "C", "C", "N", "H", "H", "H", "H", "H", "H", "H", "H", "H", "H", "H", "H", "H", "H", "S", "C", "C", "S", "O", "C", "C", "C", "C", "C", "C", "H", "H", "H", "H", "H", "H", "H", "H"],
  "xyz": [[-0.238681, -1.440249, -2.375893], [2.254473, -1.920007, -3.071129], [3.063788, -0.983476, -2.480791], [3.529847, 0.097359, -3.255065], [4.272176, 1.086393, -2.669268], [4.510040, 0.996717, -1.297087], [4.106468, -0.079123, -0.504783], [3.360772, -1.067484, -1.102965], [5.119144, 2.544573, -0.498923], [4.081364, 3.474234, -0.896214], [6.385425, 2.667807, -1.179586], [5.152268, 2.231144, 0.906573], [2.320441, -2.858128, -2.695493], [2.259356, -1.906121, -4.082468], [3.281119, 0.154334, -4.308169], [4.650093, 1.928306, -3.231565], [4.345079, -0.092772, 0.549111], [2.975443, -1.891829, -0.513027], [-3.309481, -0.746038, 3.185087], [-2.620324, -2.068370, 2.856257], [-2.600712, -2.346620, 1.418370], [-3.755761, -3.047960, 0.859867], [-4.725584, -2.160893, 0.079345], [-1.594227, -1.935680, 0.626981], [-0.419621, -1.254779, 1.265761], [-1.580587, -2.128888, -0.665245], [-3.309722, -0.579585, 4.262056], [-4.345514, -0.752380, 2.848484], [-2.793700, 0.088951, 2.709092], [-3.146590, -2.885936, 3.348089], [-1.603485, -2.061236, 3.242646], [-4.290793, -3.501578, 1.691818], [-3.395301, -3.865537, 0.228373], [-5.197530, -1.431255, 0.734556], [-5.508273, -2.788464, -0.346365], [-4.237599, -1.628702, -0.735650], [0.116618, -1.951048, 1.912813], [-0.724015, -0.401050, 1.870563], [0.257339, -0.909280, 0.495350], [-2.361137, -2.649284, -1.041684], [-0.382480, -3.643041, -4.929370], [-0.698007, -2.905193, -3.614635], [0.262180, 2.989138, -2.029567], [-0.656411, 1.655799, -1.237506], [0.280727, 0.449340, -1.403918], [-0.491160, 2.190171, 0.464380], [-1.645596, 2.613647, 1.110781], [-1.557615, 3.066118, 2.417817], [-0.326801, 3.088206, 3.060017], [0.818156, 2.650233, 2.406643], [0.735040, 2.191155, 1.102288], [1.226878, 3.126756, -1.539073], [-0.342749, 3.891304, -1.949546], [0.390216, 2.716920, -3.076011], [-2.595405, 2.597819, 0.589209], [-2.442124, 3.412191, 2.935013], [-0.260049, 3.447520, 4.078057], [1.785972, 2.677879, 2.886934], [1.616608, 1.847970, 0.588662]],
  "forces_ev_per_angstrom": [[-0.531, -0.098, -0.153], [1.133, 0.035, 0.131], [-0.376, -0.242, -0.270], [0.218, 0.703, -0.262], [-0.390, -0.816, -0.786], [0.452, 1.938, 1.310], [-0.436, -0.985, -0.501], [0.325, 0.139, 0.741], [-0.392, -1.124, -0.191], [-0.135, 0.109, -0.176], [0.174, 0.208, -0.085], [0.022, -0.041, 0.110], [-0.222, 0.036, 0.101], [-0.158, 0.010, 0.011], [-0.022, -0.094, -0.016], [0.010, 0.056, 0.059], [0.027, 0.091, 0.017], [-0.031, -0.048, -0.095], [0.035, -0.122, 0.036], [-0.110, 0.296, 0.045], [-0.060, -0.098, 0.341], [-0.016, 0.164, -0.160], [0.030, -0.130, 0.059], [-0.358, -0.309, -0.499], [0.005, -0.034, 0.050], [0.200, 0.008, 1.026], [0.012, 0.014, 0.018], [-0.014, 0.024, -0.017], [-0.027, 0.034, -0.010], [0.079, -0.056, -0.029], [-0.024, -0.081, -0.007], [0.074, -0.068, 0.007], [-0.020, -0.027, 0.038], [0.006, 0.044, -0.010], [-0.045, 0.038, -0.022], [0.005, 0.041, 0.010], [-0.050, -0.022, 0.019], [0.017, 0.007, 0.010], [0.036, 0.051, -0.069], [-0.165, 0.030, 0.226], [-0.584, 0.236, 1.310], [0.872, 0.069, -1.964], [-0.123, -0.127, 0.102], [0.360, 0.360, 0.084], [0.200, 0.030, -0.135], [-0.322, -0.130, -0.245], [-0.073, -0.065, -0.201], [0.052, 0.056, 0.085], [-0.020, -0.033, 0.050], [0.036, -0.051, -0.120], [0.133, 0.055, 0.018], [0.001, -0.069, 0.010], [0.013, 0.034, 0.014], [-0.043, -0.018, 0.013], [-0.020, -0.004, 0.038], [-0.025, -0.015, -0.026], [0.006, 0.019, 0.001], [-0.006, 0.004, 0.085], [0.263, -0.031, -0.125]]
}